Molecular formula: C10H18Cl2N2Tb
Method: DFT, the ωB97M-V functional and the def2-TZVPD basis

XYZ file:
```
33
Properties=species:S:1:pos:R:3:forces:R:3
Tb 2.134 -0.239 -0.396 2.78 -0.70 0.83
Cl 1.260 -2.587 -0.648 -0.64 -1.25 -0.27
Cl 2.141 2.144 0.539 -0.28 0.91 0.18
C 4.258 -0.807 0.023 0.41 -0.12 -0.60
H 5.153 -0.352 0.518 -0.73 0.38 -0.08
H 4.774 -1.716 -0.413 -0.91 0.22 0.20
C -1.083 1.514 -1.791 -1.42 1.06 0.99
C 0.007 0.847 -2.034 2.12 -0.26 -1.51
H -1.070 2.420 -1.188 0.33 0.00 -0.15
C 0.059 -0.396 -2.874 -1.32 -0.69 -0.03
H 1.000 1.319 -1.888 -0.89 0.16 0.41
C -1.115 -0.420 -3.899 0.90 0.48 0.43
H 1.039 -0.484 -3.350 -0.15 -0.11 -0.14
H -0.083 -1.283 -2.237 0.34 0.25 -0.14
C -2.461 -0.069 -3.235 0.24 -0.56 -0.07
H -0.846 0.336 -4.645 -0.32 -0.10 -0.20
H -1.156 -1.408 -4.384 -0.09 0.39 0.08
C -2.440 1.137 -2.284 -0.24 -0.15 -0.37
H -3.167 0.139 -4.042 -0.21 -0.22 0.15
H -2.808 -0.951 -2.676 0.03 0.13 -0.23
H -2.828 2.001 -2.839 0.01 0.09 0.19
H -3.151 0.972 -1.455 0.29 0.07 -0.19
C 0.420 1.012 4.627 0.07 0.18 -0.44
N 0.007 -0.248 3.977 -0.38 0.01 1.52
C -0.627 -1.269 4.839 0.07 0.00 -0.48
C 0.435 -0.488 2.763 1.63 -0.03 -3.00
N 0.927 -0.542 1.691 -1.72 -0.01 3.31
H 0.382 0.865 5.715 0.11 0.11 -0.39
H -0.250 1.839 4.344 0.19 -0.25 0.13
H 1.440 1.271 4.310 -0.31 -0.06 0.15
H -1.686 -1.414 4.578 0.28 0.07 0.09
H -0.107 -2.233 4.744 -0.13 0.28 0.06
H -0.558 -0.908 5.876 -0.05 -0.29 -0.44
```
Forces are in eV/Å.

HOMO (spin up / spin down): -1.12 / -1.26 eV
<S²>: 12.739
Total charge: -1
LUMO (spin up / spin down): 2.5 / 2.5 eV
Gap between HOMO and LUMO (spin up / spin down): 0.1341 / 0.1392 Ha
2S+1: 7

Molecular formula: C10H18F12N5O10S4
Method: DFT, the ωB97M-V functional and the def2-TZVPD basis

XYZ file:
```
59
Properties=species:S:1:pos:R:3:forces:R:3
N -0.625 0.289 0.224 0.15 -1.16 -0.29
H -0.662 -0.666 -0.171 -0.21 0.13 0.09
H 0.265 0.638 -0.179 -0.57 0.43 0.22
H -0.520 0.180 1.261 -0.29 0.52 -0.52
H -1.509 0.770 -0.087 0.68 0.05 0.56
C -2.270 2.095 -2.946 -1.41 -0.32 1.01
F -2.169 3.010 -3.893 0.52 0.29 -0.13
F -3.129 1.169 -3.381 0.15 -0.30 -0.15
F -1.100 1.511 -2.708 0.40 0.07 -0.20
S -2.986 2.855 -1.387 1.82 0.70 0.21
O -1.959 3.760 -0.927 -0.18 -0.74 -0.17
O -4.198 3.455 -1.869 -0.04 -0.79 0.41
N -3.044 1.529 -0.353 -0.09 2.16 -2.06
S -4.553 1.403 0.075 -2.97 -0.90 0.76
O -5.048 2.529 0.832 0.47 -0.47 -0.13
O -5.435 0.876 -0.947 0.63 0.07 0.41
C -4.442 0.006 1.318 0.56 0.67 -0.50
F -5.629 -0.149 1.880 -0.24 -0.05 0.13
F -4.087 -1.143 0.741 0.05 -0.10 -0.08
F -3.543 0.305 2.251 0.08 -0.10 0.22
C 1.961 2.029 3.121 -1.36 -0.47 0.55
F 2.489 2.987 3.871 0.20 0.09 0.00
F 1.666 2.528 1.921 0.28 -0.05 -0.18
F 2.829 1.035 2.988 0.38 -0.02 -0.11
S 0.346 1.432 3.925 -0.11 2.03 -0.78
O 0.641 1.240 5.327 0.00 -0.53 -1.34
O -0.565 2.500 3.603 0.28 -0.70 -0.17
N 0.028 0.104 2.923 0.37 2.14 1.43
S 0.088 -1.087 3.921 1.39 -3.50 1.46
O 1.438 -1.382 4.375 -0.53 0.08 -0.35
O -0.946 -1.093 4.913 -0.28 -0.19 -0.30
C -0.251 -2.616 2.852 -0.72 1.25 0.63
F -1.535 -2.601 2.477 0.09 -0.17 -0.34
F 0.522 -2.696 1.769 0.12 0.00 -0.12
F -0.053 -3.687 3.611 0.14 -0.10 -0.08
C 0.940 -4.057 -1.360 0.14 -0.75 0.14
C 0.305 -2.811 -1.904 -0.60 0.03 1.08
O -0.487 -2.189 -1.204 0.15 0.17 -0.35
N 0.678 -2.402 -3.121 0.69 -0.15 -0.74
C 0.311 -1.136 -3.699 -0.25 1.20 0.10
H 0.255 -4.640 -0.745 -0.37 0.28 -0.16
H 1.721 -3.777 -0.650 0.21 0.11 -0.27
H 1.325 -4.741 -2.119 0.23 0.21 -0.03
H 1.269 -3.006 -3.664 0.05 -0.03 0.12
H -0.771 -1.020 -3.750 0.00 -0.10 -0.20
H 0.776 -0.957 -4.668 -0.21 -0.68 -0.19
H 0.670 -0.268 -3.138 -0.03 -0.33 0.54
C 3.440 1.930 -2.339 0.36 0.92 0.81
C 2.894 1.083 -1.205 0.56 -0.61 -0.51
O 1.692 0.941 -1.048 0.09 0.08 -0.18
N 3.816 0.402 -0.492 -0.67 0.28 0.01
C 3.464 -0.696 0.408 0.51 0.06 -0.45
H 3.217 1.473 -3.299 -0.31 0.14 0.00
H 4.513 2.132 -2.296 0.07 -0.48 0.13
H 3.016 2.927 -2.205 -0.45 -0.16 -0.53
H 4.771 0.645 -0.677 0.14 -0.29 0.16
H 2.479 -0.572 0.850 0.12 0.31 0.12
H 4.242 -0.751 1.164 -0.24 -0.14 0.22
H 3.447 -1.623 -0.169 0.04 -0.11 0.11
```
Forces are in eV/Å.

HOMO: -7.04 eV
Total charge: -1
LUMO: 1.7 eV
Gap between HOMO and LUMO: 0.3222 Ha

Molecular formula: C10H18F3NO9SV
Method: DFT, the ωB97M-V functional and the def2-TZVPD basis

XYZ file:
```
43
Properties=species:S:1:pos:R:3:forces:R:3
V 0.291 -0.549 -0.578 0.86 0.07 -1.97
C 2.102 -4.090 1.632 0.10 1.69 1.32
C 1.830 -3.310 0.361 3.75 -4.25 -2.27
O 1.179 -2.314 0.448 -3.77 4.88 0.65
O 2.482 -3.711 -0.628 -0.43 -0.32 0.01
H 1.797 -5.131 1.742 0.25 0.19 -0.22
H 1.707 -3.410 2.387 -0.78 -0.65 0.69
H 3.152 -3.842 1.788 0.46 -1.10 -0.10
C -3.735 -0.097 -1.583 -0.70 0.36 -0.83
C -2.253 -0.097 -1.439 2.22 0.27 1.34
O -1.722 -1.176 -1.060 -0.29 -1.53 0.09
O -1.537 0.932 -1.488 -0.93 0.33 -0.45
H -4.183 0.229 -0.644 -0.02 0.00 0.08
H -4.112 -1.085 -1.845 0.09 0.00 0.13
H -4.023 0.609 -2.362 -0.14 0.11 0.04
C 1.633 -0.253 -4.893 0.34 -0.62 -0.88
C 1.711 0.266 -3.514 -1.07 -0.17 2.96
O 1.413 -0.678 -2.513 -0.61 -0.13 0.07
H 0.670 -0.722 -5.091 0.05 -0.29 0.04
H 2.472 -0.944 -4.969 -0.24 -0.52 -0.48
H 1.779 0.534 -5.634 0.09 0.28 -0.14
H 1.001 1.085 -3.404 0.00 0.74 -0.12
H 2.723 0.625 -3.329 0.39 0.55 -0.13
C 1.840 3.185 1.752 0.31 -1.15 -3.73
F 2.769 4.080 2.000 0.16 1.24 0.40
F 2.073 2.183 2.584 -1.08 -0.11 0.73
F 0.607 3.746 1.818 0.73 -0.54 1.06
S 2.086 2.524 -0.115 1.09 -0.69 -2.83
O 1.533 1.110 -0.066 1.80 3.68 0.54
O 1.383 3.453 -1.039 0.15 -1.31 2.32
O 3.561 2.641 -0.383 -2.55 -0.71 1.66
C -0.946 -1.199 3.071 -0.73 -0.14 -0.12
C -1.161 0.106 2.309 1.91 -3.02 -1.70
O -0.528 0.266 1.271 -0.57 0.89 0.97
N -2.203 0.801 2.679 -1.55 1.29 1.61
C -2.763 1.988 2.067 -0.46 -1.15 -0.59
H -1.872 -1.758 2.937 -0.19 -0.26 -0.41
H -0.907 -1.166 4.160 0.69 0.44 0.01
H -0.165 -1.763 2.561 0.20 0.11 0.33
H -2.842 0.305 3.283 0.44 0.22 0.18
H -2.376 2.922 2.476 -0.08 -0.10 -0.10
H -3.819 1.805 2.265 -0.25 0.99 -0.05
H -2.646 1.899 0.987 0.34 0.44 -0.10
```
Forces are in eV/Å.

HOMO (spin up / spin down): 0.01 / -0.68 eV
<S²>: 3.754
Total charge: -2
LUMO (spin up / spin down): 4.3 / 4.3 eV
Gap between HOMO and LUMO (spin up / spin down): 0.1591 / 0.1844 Ha
2S+1: 4

Molecular formula: C10H18IN2O3
Method: DFT, the ωB97M-V functional and the def2-TZVPD basis

XYZ file:
```
34
Properties=species:S:1:pos:R:3:forces:R:3
C -0.767 1.551 2.958 0.25 -0.68 -0.22
C 0.400 0.585 2.656 -0.38 0.29 0.20
N 1.249 1.033 1.541 -0.79 0.10 0.33
C 0.956 0.432 0.295 2.64 -0.66 -1.12
C 1.230 -1.090 0.183 -2.05 0.09 0.58
C -0.020 -1.946 0.238 0.99 -0.41 0.85
C 0.194 -3.464 0.374 -0.54 3.62 1.15
O -0.212 -2.799 -0.806 -0.41 -1.03 -1.41
N -0.377 0.929 -0.198 -0.84 1.54 0.75
C -0.224 1.339 -1.636 0.78 0.75 -0.67
C -1.342 0.967 -2.574 -0.28 -0.50 0.01
C -1.738 -0.493 -2.441 -0.92 -0.52 1.01
O -2.403 -0.857 -1.494 1.01 0.44 -1.18
I -1.031 -1.832 -3.938 -0.15 0.24 0.17
C 1.220 0.903 -1.910 -1.15 -1.18 -0.51
O 1.832 1.032 -0.657 -0.03 0.48 0.16
H -1.718 1.055 2.790 -0.27 0.02 -0.06
H -0.743 1.828 4.001 -0.07 0.36 0.18
H -0.704 2.428 2.326 0.02 0.35 0.12
H -0.025 -0.407 2.502 0.21 -0.26 -0.16
H 1.024 0.500 3.532 0.23 0.01 0.17
H 2.224 0.913 1.762 0.21 0.02 -0.20
H 1.815 -1.363 1.050 0.56 0.16 0.00
H 1.710 -1.347 -0.749 0.47 0.12 -0.07
H -0.881 -1.530 0.730 -0.58 0.02 -0.03
H 1.247 -3.502 0.579 0.30 -1.43 -0.29
H -0.603 -3.715 1.050 0.05 -1.50 -0.13
H -1.240 0.456 0.085 0.14 -0.77 -0.55
H -0.460 1.830 0.284 0.11 -0.10 0.32
H -0.179 2.423 -1.648 -0.18 0.22 0.32
H -2.214 1.562 -2.317 -0.28 -0.03 0.08
H -1.076 1.238 -3.587 0.25 -0.07 -0.17
H 1.175 -0.130 -2.274 0.35 -0.18 0.15
H 1.680 1.469 -2.706 0.36 0.48 0.23
```
Forces are in eV/Å.

HOMO: -12.88 eV
Total charge: +1
LUMO: -3.1 eV
Gap between HOMO and LUMO: 0.3589 Ha

Molecular formula: C10H18LiO8
Method: DFT, the ωB97M-V functional and the def2-TZVPD basis

XYZ file:
```
37
Properties=species:S:1:pos:R:3:forces:R:3
Li 13.614 -25.228 16.928 -0.86 0.38 0.31
O 11.231 -28.493 17.106 0.67 -0.93 -0.06
C 11.015 -27.361 16.526 0.71 5.96 -0.94
O 9.847 -27.010 16.263 0.26 -0.78 -0.24
O 11.907 -26.460 16.350 0.45 -0.90 0.03
H 10.285 -28.561 16.956 -1.95 -2.97 1.11
O 11.248 -21.631 17.501 0.48 -0.53 0.14
C 11.554 -22.888 17.103 1.96 -0.93 -1.04
O 10.692 -23.488 16.459 -1.68 -0.75 -0.45
O 12.700 -23.380 17.214 0.76 0.32 1.10
H 10.432 -21.593 16.996 -0.83 0.95 0.17
C 14.647 -26.425 20.812 -0.46 -1.77 0.18
C 13.747 -27.617 20.512 -1.63 -0.53 1.44
C 13.762 -27.589 19.063 1.28 -1.48 -2.90
O 13.977 -26.223 18.587 -0.78 -0.73 0.96
C 14.082 -25.481 19.787 0.50 1.23 1.07
H 15.605 -26.763 20.416 0.53 0.32 0.54
H 14.669 -26.172 21.872 0.11 0.48 -0.31
H 12.693 -27.572 20.788 -0.17 1.17 0.62
H 13.915 -28.619 20.905 1.11 0.05 -0.06
H 12.943 -28.135 18.596 -0.17 0.70 -0.16
H 14.670 -28.107 18.754 0.14 -0.23 -0.38
H 13.098 -25.164 20.130 -0.04 0.49 -0.22
H 14.794 -24.661 19.692 -0.46 0.33 -0.53
C 17.492 -24.129 16.174 3.07 -1.27 -0.18
C 17.275 -25.249 15.144 0.56 -0.19 -1.24
C 15.838 -25.718 15.316 0.71 1.19 0.11
O 15.510 -25.106 16.556 -1.92 -1.41 1.63
C 16.218 -23.926 16.873 -0.80 0.86 -1.18
H 18.139 -23.312 15.854 -0.91 0.51 -0.51
H 18.226 -24.612 16.819 -0.26 0.08 0.86
H 17.930 -26.097 15.342 0.18 0.18 -0.02
H 17.518 -24.881 14.147 -0.27 -0.24 -0.17
H 15.689 -26.792 15.428 0.16 0.06 0.00
H 15.197 -25.346 14.517 -0.20 0.06 -0.05
H 16.392 -23.750 17.934 -0.63 -0.42 0.06
H 15.582 -23.155 16.436 0.38 0.74 0.31
```
Forces are in eV/Å.

HOMO (spin up / spin down): -9.55 / -7.75 eV
<S²>: 0.757
LUMO (spin up / spin down): 0.3 / -3.6 eV
Gap between HOMO and LUMO (spin up / spin down): 0.3613 / 0.1522 Ha
2S+1: 2

Molecular formula: C10H18N2
Method: DFT, the ωB97M-V functional and the def2-TZVPD basis

XYZ file:
```
30
Properties=species:S:1:pos:R:3:forces:R:3
C -0.093 1.340 -3.223 -1.26 0.24 -0.28
C -0.543 0.194 -2.290 0.54 3.02 2.58
C -1.901 0.653 -1.727 0.25 -0.62 -0.78
C -0.649 -1.102 -2.909 0.03 -3.95 -1.76
N -0.742 -2.173 -3.393 0.21 3.32 1.48
N 0.513 0.227 -1.192 -0.08 -2.06 0.28
C 0.331 -0.414 0.183 1.52 1.70 -0.35
C 1.669 -0.739 0.877 -0.20 1.95 0.58
C 1.477 -1.568 2.156 -0.77 0.49 -1.35
C 0.382 -0.903 2.989 0.86 1.41 0.27
C -0.112 0.520 2.624 1.22 -0.42 -0.13
C -0.427 0.561 1.094 -2.14 -0.55 0.97
H -0.886 1.704 -3.916 0.67 -1.12 -0.18
H 0.016 2.266 -2.674 0.33 -0.03 0.82
H 0.856 1.097 -3.635 0.60 -0.07 -0.92
H -1.848 1.681 -1.405 0.14 0.07 0.58
H -2.622 0.627 -2.502 -0.80 0.07 -1.14
H -2.290 -0.048 -1.028 -0.10 -0.22 1.05
H 0.833 1.169 -1.053 -0.09 0.21 -0.12
H -0.151 -1.358 0.124 -0.92 -0.77 -0.59
H 2.339 -1.200 0.210 0.92 -0.61 -0.94
H 2.114 0.256 1.196 -0.18 -0.98 -0.48
H 1.141 -2.580 1.855 0.40 0.30 0.32
H 2.443 -1.605 2.653 -0.10 -0.23 0.24
H -0.469 -1.471 3.066 -2.15 -1.85 -0.36
H 0.675 -0.871 4.000 0.68 0.14 1.44
H -0.981 0.747 3.312 0.84 -0.01 -1.09
H 0.722 1.221 2.873 -0.76 -0.22 -0.22
H -0.312 1.600 0.739 -0.35 -0.49 -0.05
H -1.484 0.170 0.997 0.69 1.28 0.11
```
Forces are in eV/Å.

HOMO: -8.97 eV
LUMO: 0.8 eV
Gap between HOMO and LUMO: 0.3586 Ha

| no. | largest force on an atom (hartree/bohr) |
| --- | --- |
| 1 | 0.0726 |
| 2 | 0.0786 |
| 3 | 0.1205 |
| 4 | 0.0747 |
| 5 | 0.1182 |
| 6 | 0.0841 |